The following is a quantum chemistry calculation of a molecular structure, C18H18F30Li4N6O20S10, from the OMol25 dataset.

XYZ file:
```
106
Properties=species:S:1:pos:R:3:forces:R:3:mulliken_charge:R:1
Li 0.5713 -1.9534 -5.7937 -0.12 -0.21 0.44 0.9883
Li -1.2483 -6.7641 -2.6250 0.15 0.23 0.08 0.9260
Li 3.9233 0.6439 1.1650 0.18 -0.02 -0.18 0.8847
Li 4.4258 1.9524 -2.4787 0.21 0.55 0.58 0.8705
C -5.6543 1.8282 2.3717 -1.21 -0.21 0.01 -1.4410
C -5.8179 1.5308 0.8372 2.37 -0.29 1.73 -0.2028
C -6.5357 2.5872 0.1253 -2.32 -0.24 -1.90 -0.8061
N -6.9117 2.1315 -1.3330 0.56 -0.88 -1.49 0.3210
C -5.5891 1.8988 -2.2165 -1.61 0.75 0.34 -1.1474
C -7.8460 3.2240 -2.0307 0.84 -2.04 -0.10 -0.5058
C -9.1144 2.4326 -2.6118 1.12 0.95 0.63 -0.5838
C -8.7902 0.9107 -2.5518 0.82 1.72 0.79 -0.6576
C -7.8584 0.8470 -1.3614 0.28 0.57 1.22 -0.8032
H -6.4935 1.5123 2.9914 -0.67 0.09 -0.46 0.3834
H -5.5944 2.9059 2.5240 0.49 -0.05 0.12 0.3639
H -4.8806 1.2741 2.9030 0.63 0.31 -0.74 0.3801
H -6.2600 0.5536 0.6427 0.16 0.03 0.11 0.2746
H -4.7827 1.5720 0.4985 0.08 -0.64 -0.35 0.2903
H -6.0814 3.5667 -0.0240 0.24 -0.17 0.39 0.5189
H -7.5184 2.6698 0.5896 -0.14 0.58 0.00 0.4071
H -4.8890 1.1857 -1.7810 -0.55 -0.15 0.06 0.3850
H -5.0662 2.8405 -2.3834 -0.19 0.24 0.61 0.3715
H -5.9368 1.6439 -3.2176 -0.04 -0.57 0.23 0.4587
H -7.2037 3.6606 -2.7956 -0.29 0.20 0.07 0.2917
H -8.0497 3.9283 -1.2241 -0.30 0.05 -0.40 0.3449
H -9.3799 2.8033 -3.6018 0.13 -0.07 0.06 0.3578
H -9.8917 2.7625 -1.9225 -0.41 -0.66 -0.17 0.3129
H -8.2069 0.5479 -3.3981 -0.59 0.05 -0.36 0.3469
H -9.6657 0.3037 -2.3214 0.11 -0.04 -0.39 0.3911
H -7.4010 -0.1404 -1.2976 0.85 0.44 0.03 0.4478
H -8.4037 0.9929 -0.4290 -0.24 -0.12 -0.01 0.4979
C 0.8361 3.2639 0.6566 1.63 0.85 0.38 0.6982
F 1.8400 4.2351 0.7398 -1.88 -1.86 -0.18 -0.2098
F 1.0575 2.3494 1.6137 0.03 0.47 -0.62 -0.1977
F -0.3343 3.8042 0.8418 -0.13 0.23 -0.09 -0.1805
S 0.9308 2.4775 -1.0837 1.31 -0.15 -0.83 0.9899
O -0.3888 2.3599 -1.6854 1.83 0.29 1.34 -0.5009
O 1.9163 3.2505 -1.8067 0.03 -0.09 0.28 -0.6986
N 1.8391 0.9878 -0.7121 -1.94 1.73 -0.31 -0.4218
S 0.7240 -0.0767 -1.1360 -3.56 -3.42 1.11 0.9226
O -0.6142 0.0273 -0.4483 3.76 -0.31 -1.29 -0.5591
O 0.6669 -0.2560 -2.5836 0.42 -0.19 0.55 -0.6680
C 1.4562 -1.8028 -0.3996 -1.58 0.66 0.82 0.5464
F 2.5484 -2.1904 -1.0141 -0.03 -0.20 -0.49 -0.1750
F 1.7831 -1.5836 0.8979 -0.03 0.20 -0.37 -0.2379
F 0.4976 -2.7789 -0.3919 1.41 1.51 -0.55 -0.1755
C 2.3715 -7.8861 -5.4300 1.39 -2.11 -1.30 0.6341
F 3.4167 -7.6512 -6.2829 -1.14 0.60 0.80 -0.2346
F 1.2174 -7.7097 -6.0983 0.32 1.21 0.71 -0.2287
F 2.4040 -9.2219 -5.2389 0.04 1.00 0.78 -0.2047
S 2.6850 -6.8242 -3.8294 -1.19 2.71 -0.10 0.8828
O 4.1224 -6.6157 -3.6825 -2.13 -1.68 -0.34 -0.5249
O 2.0205 -5.5305 -4.0134 -0.58 -1.00 -0.73 -0.6585
N 1.6023 -7.6293 -2.6727 2.03 1.20 -2.18 -0.3561
S 2.7775 -8.3765 -1.8999 2.65 -0.54 1.21 1.0041
O 3.4630 -9.3440 -2.7566 -1.04 0.64 1.37 -0.5996
O 3.6235 -7.4484 -1.1592 -0.97 -0.96 -0.26 -0.6285
C 1.8760 -9.2281 -0.5464 -0.05 -0.37 -1.32 0.5554
F 2.8194 -9.5967 0.3167 -1.21 -0.09 0.07 -0.1763
F 0.9559 -8.3947 -0.0044 0.65 -0.86 0.11 -0.2116
F 1.2364 -10.3052 -1.0822 0.30 0.67 1.08 -0.2136
C 7.9290 7.3273 9.0066 -2.13 1.88 -0.75 0.6965
F 7.5953 6.4276 8.1463 -0.58 -2.36 -0.87 -0.2266
F 7.9103 6.8962 10.2405 0.14 -0.47 0.68 -0.2079
F 9.1234 7.7164 8.6670 1.18 1.10 0.30 -0.2322
S 6.4993 8.6846 8.7971 -1.50 2.32 3.79 0.9806
O 6.0268 9.0821 10.1355 0.91 -1.64 -1.01 -0.6902
O 7.0992 9.8668 8.1706 -0.25 -2.37 -0.77 -0.5629
N 5.0630 7.7665 8.2016 2.56 1.07 1.30 -0.4816
S 4.9592 8.4532 6.8137 -1.76 3.07 -0.75 1.1176
O 4.5856 9.8871 6.9064 0.23 -2.34 -0.84 -0.6588
O 6.0751 8.0749 6.0059 0.39 -0.01 -1.68 -0.6462
C 3.4144 7.6711 6.0307 2.18 0.07 1.15 0.5928
F 2.3426 7.8094 6.7427 -1.40 -0.35 1.77 -0.2298
F 3.1060 8.2560 4.8997 0.62 -0.09 -1.71 -0.2160
F 3.7126 6.3593 5.8976 -0.64 0.07 -0.67 -0.2352
C 7.5223 3.6545 1.4558 0.75 0.25 1.29 0.7090
F 8.4262 4.6246 1.4817 -0.28 -0.09 -1.12 -0.2118
F 7.9206 2.7981 2.3996 -0.88 -0.03 -0.59 -0.1998
F 6.3464 4.2012 1.8369 0.39 -0.90 -0.99 -0.2158
S 7.4834 2.7269 -0.3083 0.58 1.25 -1.53 0.9597
O 6.5305 3.4037 -1.1806 -0.42 -0.03 0.56 -0.7122
O 8.8746 2.7108 -0.8349 -3.38 -0.15 1.86 -0.5323
N 6.6849 1.2278 0.0104 0.23 3.34 0.06 -0.4151
S 7.9685 0.3539 0.1529 2.82 -4.48 2.99 0.9942
O 8.4487 -0.0755 -1.1166 0.63 0.04 -0.61 -0.6232
O 8.9023 0.7543 1.2306 -1.93 -0.88 -2.20 -0.5630
C 7.1890 -1.3252 0.7563 0.60 1.39 -1.88 0.6057
F 6.2328 -1.1268 1.6522 -1.40 0.20 0.58 -0.2387
F 6.6899 -1.9617 -0.3299 -0.50 0.39 0.48 -0.2314
F 8.0682 -2.1095 1.2755 1.22 -0.61 0.70 -0.2026
C -4.5295 -5.4126 -5.2040 -0.89 -0.86 0.34 0.5768
F -5.0662 -4.6262 -6.2656 1.86 -2.62 2.09 -0.1886
F -5.4132 -6.4218 -4.8543 1.68 2.60 -1.02 -0.1712
F -3.3004 -6.0769 -5.4007 -2.44 1.66 -0.68 -0.2152
S -4.1339 -4.1235 -3.8396 3.39 0.59 1.44 0.8407
O -2.9001 -3.4616 -4.2716 -0.37 -1.84 -0.30 -0.6277
O -5.1371 -3.1306 -3.6389 -1.22 -1.04 -0.10 -0.5057
N -3.6757 -5.1600 -2.4409 2.39 0.80 -5.20 -0.3309
S -4.8355 -4.9568 -1.4963 -4.76 -4.74 1.26 0.9510
O -4.7773 -3.7479 -0.8384 -0.10 4.04 2.58 -0.5621
O -6.0923 -5.3741 -2.1110 0.63 0.28 0.65 -0.6346
C -4.5795 -6.2529 -0.0554 0.52 1.56 -1.35 0.5448
F -4.2065 -7.4498 -0.5114 0.04 -0.15 0.06 -0.2178
F -3.6401 -5.7452 0.7289 1.09 -0.13 0.24 -0.2176
F -5.6421 -6.3531 0.6974 -1.04 -0.34 -0.18 -0.2041
```
Forces are in eV/Å.

## Properties
Total charge ... 0
Energy ... -259527.5659 eV
LUMO ... -3.96 eV